# 1
ORCA calculation (the ωB97M-V functional and the def2-TZVPD basis) on C36H28BF5IrN6S as an isolated structure.

Geometry as XYZ:
```
78
Properties=species:S:1:pos:R:3:forces:R:3
Ir -0.168 0.019 0.072 0.195 0.089 -0.168
C -3.321 3.743 -2.209 0.002 -0.004 0.006
C -2.061 2.958 -2.081 -0.009 0.001 0.001
C -0.919 3.035 -2.850 0.018 -0.019 0.017
C -0.021 2.096 -2.334 0.066 -0.023 -0.021
N -0.613 1.483 -1.297 -0.078 0.019 0.033
N -1.870 2.015 -1.140 -0.034 0.085 -0.082
B -2.856 1.552 -0.032 -0.020 0.006 0.003
N -2.122 1.756 1.328 0.098 -0.045 -0.094
N -0.833 1.374 1.338 -0.173 -0.453 0.156
C -0.258 1.720 2.494 0.010 0.031 -0.090
C -1.220 2.363 3.264 -0.067 0.101 -0.040
C -2.383 2.376 2.492 0.046 0.132 0.006
C -3.709 2.984 2.790 -0.012 -0.027 0.009
C 1.164 1.420 2.619 0.034 0.095 0.012
C 1.881 1.080 1.466 0.025 -0.127 -0.054
C 3.241 0.815 1.511 0.064 0.087 0.108
C 3.902 0.888 2.730 -0.007 0.002 -0.034
C 3.199 1.211 3.885 -0.016 -0.007 0.001
C 1.840 1.481 3.832 0.002 -0.022 0.025
N -3.054 0.018 -0.228 0.140 0.011 -0.018
N -1.927 -0.667 -0.490 0.072 -0.060 0.483
C -2.216 -1.938 -0.783 0.033 0.079 -0.056
C -3.596 -2.081 -0.710 -0.087 0.073 -0.075
C -4.094 -0.822 -0.365 -0.037 -0.028 -0.138
C -5.504 -0.375 -0.206 -0.001 -0.003 0.033
C -1.086 -2.784 -1.157 -0.032 -0.031 -0.080
C -1.182 -4.168 -1.234 -0.002 0.000 0.023
C -0.084 -4.922 -1.620 0.011 0.001 -0.001
C 1.119 -4.305 -1.942 0.009 0.006 0.003
C 1.236 -2.924 -1.863 -0.012 -0.052 0.046
C 0.137 -2.175 -1.471 0.129 0.072 0.124
C 1.343 1.813 -2.829 0.001 -0.005 0.004
C 2.198 0.862 -2.270 -0.031 0.021 -0.007
C 3.467 0.645 -2.783 0.003 0.003 -0.005
C 3.913 1.378 -3.872 0.008 -0.003 0.000
C 3.076 2.328 -4.439 -0.002 -0.001 0.001
C 1.809 2.542 -3.924 0.004 -0.003 0.001
H -3.231 4.438 -3.040 0.001 0.000 0.000
H -3.523 4.317 -1.304 -0.001 0.001 -0.001
H -4.175 3.094 -2.396 -0.001 0.000 -0.001
H -0.769 3.699 -3.682 0.001 0.000 0.000
H -3.882 2.146 -0.081 -0.015 -0.030 0.042
H -1.094 2.820 4.231 0.001 -0.010 0.004
H -3.653 3.568 3.705 0.003 -0.004 0.002
H -4.467 2.211 2.924 -0.004 0.006 -0.002
H -4.031 3.637 1.980 0.003 0.003 0.001
H 1.463 1.185 0.434 -0.043 0.285 0.013
H 3.785 0.595 0.603 -0.004 0.047 0.042
H 4.968 0.712 2.775 0.004 0.005 0.005
H 3.718 1.267 4.832 0.001 -0.001 0.001
H 1.302 1.737 4.735 -0.006 -0.001 -0.004
H -4.182 -2.955 -0.935 0.003 -0.005 0.010
H -6.182 -1.161 -0.529 0.003 -0.004 0.002
H -5.702 0.518 -0.797 0.001 -0.002 -0.003
H -5.721 -0.145 0.838 -0.006 0.005 -0.004
H -2.116 -4.656 -0.989 -0.003 0.008 0.003
H -0.171 -5.998 -1.683 0.001 0.000 0.000
H 1.961 -4.898 -2.274 -0.003 -0.004 -0.002
H 2.158 -2.434 -2.141 -0.001 0.007 -0.005
H 0.254 -1.071 -1.612 -0.211 -0.011 -0.187
H 1.898 0.265 -1.420 0.007 0.008 -0.019
H 4.111 -0.100 -2.331 -0.003 -0.002 0.003
H 4.902 1.212 -4.275 0.000 0.001 -0.001
H 3.411 2.908 -5.289 -0.001 0.000 0.000
H 1.181 3.289 -4.387 0.002 -0.001 0.000
F 4.638 -4.794 2.641 0.012 -0.008 0.001
C 3.585 -4.053 2.431 -0.026 0.006 0.012
C 3.606 -3.105 1.403 -0.014 0.003 0.007
F 4.690 -2.970 0.660 0.016 0.009 -0.016
C 2.503 -2.325 1.178 -0.025 -0.017 0.013
F 2.560 -1.430 0.195 -0.028 -0.244 -0.087
C 1.332 -2.449 1.958 0.085 -0.003 -0.047
S -0.096 -1.554 1.786 -0.099 -0.085 0.121
C 1.353 -3.422 2.993 -0.048 0.037 -0.011
F 0.284 -3.573 3.748 0.015 0.000 -0.011
C 2.453 -4.211 3.229 0.038 -0.006 -0.011
F 2.451 -5.108 4.193 -0.002 0.005 -0.007
```
Forces are in eV/Å.

Its charge is +2. For the LUMO energy (alpha / beta), the calculation gives -6.376 / -8.708 eV. Its multiplicity is 2. The highest occupied orbital energy (alpha / beta) is -13.729 / -13.726 eV. As for the max |F|: 0.51 eV/A. Its frontier orbital gap (alpha / beta) is 0.270 / 0.184 hartree.

The computed Mulliken charges, all in e, follow: atom 1 (Ir): 0.5660, atom 2 (C): -1.4689, atom 3 (C): 0.2435, atom 4 (C): -1.1271, atom 5 (C): 0.8253, atom 6 (N): 0.1031, atom 7 (N): 0.6203, atom 8 (B): -0.8215, atom 9 (N): 0.1422, atom 10 (N): 0.4575, atom 11 (C): 0.3162, atom 12 (C): -1.3663, atom 13 (C): 0.8270, atom 14 (C): -1.4154, atom 15 (C): 0.1169, atom 16 (C): 0.5660, atom 17 (C): -0.7597, atom 18 (C): -0.6682, atom 19 (C): -0.8065, atom 20 (C): -1.0691, atom 21 (N): 0.1464, atom 22 (N): 0.4632, atom 23 (C): 0.3162, atom 24 (C): -1.3709, atom 25 (C): 0.8358, atom 26 (C): -1.4280, atom 27 (C): 0.1376, atom 28 (C): -1.1099, atom 29 (C): -0.7945, atom 30 (C): -0.6889, atom 31 (C): -0.7415, atom 32 (C): 0.5233, atom 33 (C): 0.7247, atom 34 (C): 1.8505, atom 35 (C): -1.1749, atom 36 (C): -0.8100, atom 37 (C): -0.8903, atom 38 (C): -1.0010, atom 39 (H): 0.4249, atom 40 (H): 0.2967, atom 41 (H): 0.2990, atom 42 (H): 0.5434, atom 43 (H): -0.0470, atom 44 (H): 0.5345, atom 45 (H): 0.4012, atom 46 (H): 0.2672, atom 47 (H): 0.2971, atom 48 (H): 0.9306, atom 49 (H): 0.5711, atom 50 (H): 0.5074, atom 51 (H): 0.4660, atom 52 (H): 0.4916, atom 53 (H): 0.5373, atom 54 (H): 0.3988, atom 55 (H): 0.2993, atom 56 (H): 0.2680, atom 57 (H): 0.4945, atom 58 (H): 0.4595, atom 59 (H): 0.5015, atom 60 (H): 0.5719, atom 61 (H): 0.9799, atom 62 (H): -0.5278, atom 63 (H): 0.5250, atom 64 (H): 0.4360, atom 65 (H): 0.4287, atom 66 (H): 0.3525, atom 67 (F): -0.2421, atom 68 (C): 0.6764, atom 69 (C): -0.3497, atom 70 (F): -0.2882, atom 71 (C): -1.0249, atom 72 (F): 0.1265, atom 73 (C): 1.5116, atom 74 (S): -0.2317, atom 75 (C): 0.0456, atom 76 (F): -0.2763, atom 77 (C): 0.3198, atom 78 (F): -0.2447



# 2
ORCA calculation (the ωB97M-V functional and the def2-TZVPD basis) on C36H28Cl3F3MnN4O6Si as an isolated structure.

Geometry as XYZ:
```
82
Properties=species:S:1:pos:R:3:forces:R:3
Mn 0.064 -0.178 -0.739 0.645 -0.217 -0.171
O -4.047 -4.603 0.902 0.660 -0.158 -0.320
C -4.579 -3.626 1.589 -0.163 0.253 0.281
O -5.585 -3.791 2.252 0.093 -0.010 -0.141
C -3.907 -2.287 1.535 0.226 -0.205 -0.184
C -4.383 -1.177 2.193 -0.045 -0.100 -0.046
Cl -5.828 -1.040 3.087 -0.013 0.213 0.045
N -3.551 -0.135 1.932 -0.118 0.159 0.167
N -2.564 -0.519 1.106 0.302 0.099 0.071
C -2.734 -1.796 0.864 0.051 0.096 -0.235
C -1.742 -2.510 -0.040 0.549 -0.168 0.027
O -1.908 -3.729 -0.209 -0.613 -0.397 0.227
O -0.758 -1.911 -0.561 -0.758 -0.004 0.303
C -3.548 1.207 2.427 0.006 0.044 -0.017
C -4.078 1.535 3.671 0.095 -0.065 -0.019
C -4.032 2.849 4.114 -0.002 0.014 0.000
C -3.453 3.838 3.335 0.000 0.038 -0.006
C -2.905 3.499 2.107 0.023 0.011 -0.004
C -2.947 2.192 1.650 -0.052 -0.093 -0.035
H -3.155 -4.322 0.465 -0.236 0.138 -0.046
H -4.502 0.778 4.307 0.005 -0.063 0.023
H -4.437 3.093 5.089 -0.008 -0.021 -0.013
H -3.417 4.862 3.688 0.012 -0.037 -0.002
H -2.428 4.252 1.493 0.004 -0.018 -0.002
H -2.509 1.929 0.703 0.051 -0.060 -0.146
C 4.851 -2.245 -1.085 -0.013 0.065 -0.134
Si 3.382 -1.376 -0.220 0.350 -0.317 0.015
C 2.712 -2.656 0.990 -0.058 0.100 0.045
C 4.207 0.051 0.727 -0.152 0.057 0.089
N 2.176 -0.941 -1.344 -0.633 0.130 0.284
C 2.450 -0.531 -2.606 0.122 -0.011 0.094
C 3.659 0.064 -3.034 -0.022 0.057 -0.004
C 3.874 0.465 -4.345 -0.033 -0.028 -0.014
C 2.892 0.299 -5.311 0.016 0.011 0.002
C 1.686 -0.293 -4.935 -0.071 -0.059 0.007
C 1.484 -0.692 -3.631 0.207 0.058 -0.071
O 0.326 -1.367 -3.250 0.078 -0.082 0.016
C -0.835 -0.970 -3.828 -0.138 0.108 -0.102
C -1.583 -1.837 -4.552 -0.014 -0.128 -0.058
C -2.800 -1.421 -5.130 -0.051 0.014 0.001
C -3.220 -0.078 -4.988 0.044 0.025 -0.063
C -2.503 0.811 -4.255 -0.037 0.014 0.008
C -1.303 0.399 -3.468 0.109 -0.004 0.153
H 5.291 -3.006 -0.430 -0.038 0.064 0.008
H 5.645 -1.543 -1.365 -0.054 -0.098 0.004
H 4.511 -2.743 -2.002 0.040 0.027 0.102
H 3.096 -2.502 2.006 -0.028 -0.026 -0.083
H 2.988 -3.667 0.669 0.001 0.094 -0.009
H 1.625 -2.597 1.030 -0.004 -0.016 0.049
H 4.736 -0.312 1.617 -0.013 -0.026 -0.074
H 3.467 0.786 1.054 0.187 -0.145 -0.061
H 4.933 0.573 0.095 -0.056 -0.042 -0.005
H 4.426 0.237 -2.286 -0.041 0.014 -0.077
H 4.818 0.926 -4.616 0.014 0.003 0.036
H 3.052 0.614 -6.336 -0.013 0.000 0.035
H 0.900 -0.460 -5.666 0.013 0.005 0.044
H -1.221 -2.850 -4.689 0.030 0.056 0.013
H -3.386 -2.118 -5.715 -0.006 0.016 0.036
H -4.125 0.247 -5.492 0.013 0.003 0.013
H -2.833 1.837 -4.144 -0.028 -0.023 -0.014
H -0.488 1.125 -3.550 0.062 -0.035 -0.031
Cl 0.029 -2.151 3.964 0.021 -0.017 0.032
C 0.820 -0.609 3.785 -0.012 0.013 -0.102
C 1.384 -0.008 4.911 0.038 0.071 -0.034
C 1.995 1.215 4.826 0.005 -0.062 0.152
Cl 2.718 1.911 6.270 -0.008 0.014 -0.013
C 2.046 1.914 3.603 -0.098 -0.086 -0.180
C 2.635 3.182 3.405 0.009 -0.021 -0.078
C 2.606 3.756 2.162 0.045 0.062 0.041
C 1.977 3.073 1.105 -0.139 -0.098 -0.043
N 1.427 1.897 1.264 -0.144 0.151 -0.206
C 1.458 1.301 2.463 -0.059 -0.063 0.140
C 0.858 -0.033 2.499 -0.121 -0.103 0.049
O 0.405 -0.610 1.468 0.039 0.495 -0.251
H 1.343 -0.524 5.862 -0.019 -0.002 -0.023
H 3.111 3.681 4.239 -0.004 0.012 0.017
H 3.060 4.724 1.985 0.004 -0.010 0.018
H 1.921 3.488 0.101 0.030 0.011 0.081
F -2.780 -0.325 -1.772 0.018 -0.130 0.150
C -1.626 0.404 -1.939 -0.028 0.078 0.029
F -2.000 1.698 -1.626 -0.062 0.047 0.176
F 0.657 1.379 -1.455 -0.017 0.313 0.035
```
Forces are in eV/Å.

Its charge is -2. For the LUMO energy (alpha / beta), the calculation gives 4.016 / 4.016 eV. Its multiplicity is 6. The highest occupied orbital energy (alpha / beta) is -1.847 / -1.949 eV. As for the max |F|: 0.82 eV/A. Its frontier orbital gap (alpha / beta) is 0.215 / 0.219 hartree.

The computed Mulliken charges, all in e, follow: atom 1 (Mn): 2.1789, atom 2 (O): -0.5924, atom 3 (C): 0.6041, atom 4 (O): -0.6776, atom 5 (C): -0.2575, atom 6 (C): -0.0027, atom 7 (Cl): -0.1871, atom 8 (N): 0.0343, atom 9 (N): 0.3749, atom 10 (C): 0.5597, atom 11 (C): 0.1173, atom 12 (O): -0.9568, atom 13 (O): -0.2434, atom 14 (C): 0.4152, atom 15 (C): -0.5985, atom 16 (C): -0.7172, atom 17 (C): -0.4478, atom 18 (C): -0.6917, atom 19 (C): -0.0902, atom 20 (H): 0.4304, atom 21 (H): 0.3990, atom 22 (H): 0.3492, atom 23 (H): 0.3650, atom 24 (H): 0.4316, atom 25 (H): 0.4615, atom 26 (C): -1.3421, atom 27 (Si): -0.2939, atom 28 (C): -0.7601, atom 29 (C): -0.6964, atom 30 (N): -0.0902, atom 31 (C): 0.7484, atom 32 (C): -0.1351, atom 33 (C): -0.9460, atom 34 (C): -0.6600, atom 35 (C): -0.6090, atom 36 (C): 0.4243, atom 37 (O): -0.4274, atom 38 (C): -0.1337, atom 39 (C): -0.5720, atom 40 (C): -0.6324, atom 41 (C): -0.3459, atom 42 (C): -1.0760, atom 43 (C): 0.9862, atom 44 (H): 0.4111, atom 45 (H): 0.3238, atom 46 (H): 0.3359, atom 47 (H): 0.2988, atom 48 (H): 0.4129, atom 49 (H): -0.0822, atom 50 (H): 0.2989, atom 51 (H): -0.0152, atom 52 (H): 0.3987, atom 53 (H): 0.2539, atom 54 (H): 0.3726, atom 55 (H): 0.3466, atom 56 (H): 0.3545, atom 57 (H): 0.4019, atom 58 (H): 0.3800, atom 59 (H): 0.3697, atom 60 (H): 0.4183, atom 61 (H): 0.5144, atom 62 (Cl): -0.3056, atom 63 (C): 0.5427, atom 64 (C): -0.4321, atom 65 (C): 0.6541, atom 66 (Cl): -0.3429, atom 67 (C): -0.0273, atom 68 (C): -1.0138, atom 69 (C): -0.8518, atom 70 (C): -0.4157, atom 71 (N): 0.3016, atom 72 (C): -0.0116, atom 73 (C): -1.4095, atom 74 (O): 0.3269, atom 75 (H): 0.4639, atom 76 (H): 0.3846, atom 77 (H): 0.3863, atom 78 (H): 0.4236, atom 79 (F): -0.3946, atom 80 (C): 0.4085, atom 81 (F): -0.2990, atom 82 (F): -0.8796